Below is a cluster of 11 separate species, C35H89BN13O18 in total in a non-equilibrium geometry, with properties calculated with wB97M-V/def2-TZVPD.

Structure (XYZ):
```
156
Properties=species:S:1:pos:R:3:forces:R:3:lowdin_charge:R:1
O 1.7862 1.6340 -1.1274 -0.180 0.524 0.048 0.16
C 0.8418 0.9800 -0.8120 0.268 -0.871 0.581 -0.38
O 0.1035 0.2304 -1.6162 -0.222 -0.343 -0.774 0.22
B -0.6987 -0.7472 -0.8791 -0.295 0.595 0.404 -0.89
O -0.4842 -0.3734 0.5293 -0.403 -0.490 0.078 0.22
C 0.4082 0.5873 0.6395 0.479 0.125 0.040 -0.37
O 0.8789 0.9817 1.6679 -0.013 0.250 -0.050 0.14
O -0.3559 -2.1644 -1.1326 0.096 0.215 0.268 0.19
C -1.4072 -2.8360 -1.5565 -0.343 0.500 0.619 -0.36
O -1.4746 -4.0103 -1.7823 0.340 0.688 3.385 0.08
C -2.5562 -1.8339 -1.6857 -0.558 0.459 -0.344 -0.37
O -2.1416 -0.6782 -1.2305 0.466 0.061 0.184 0.21
O -3.6386 -2.0083 -2.1886 0.283 -0.590 0.289 0.12
C 2.5755 -0.9181 4.8183 -0.404 -0.382 1.248 -0.06
C 2.0737 -2.2831 4.4116 0.803 -0.958 -1.754 -0.42
C 0.9900 -2.2098 3.3585 -1.490 0.057 -0.230 -0.20
O 0.5021 -3.5251 3.1092 0.829 0.006 0.070 -0.18
C -0.1174 -3.7023 1.8678 -0.877 -1.440 0.108 -0.11
N 3.2074 -3.0377 3.8182 0.359 0.061 -0.180 0.05
H 3.3953 -1.0274 5.5309 0.153 -0.024 -0.176 0.08
H 1.7967 -0.4081 5.3914 0.011 0.371 -0.318 0.06
H 2.9252 -0.3305 3.9720 -0.200 0.038 -0.096 0.07
H 1.7014 -2.9453 5.1973 -0.084 0.566 0.443 0.14
H 1.3474 -1.7795 2.4156 0.271 0.098 0.132 0.11
H 0.0920 -1.6350 3.6431 0.338 0.410 0.254 0.13
H -1.2088 -3.7325 2.0018 -0.033 0.825 -0.172 0.06
H 0.0529 -4.7404 1.5599 0.540 0.120 -0.146 0.09
H 0.1948 -3.0351 1.0681 0.066 0.189 0.187 0.07
H 3.8060 -2.4155 3.2789 0.003 0.181 0.213 0.05
H 2.8851 -3.6860 3.1028 -0.241 -0.198 0.304 0.05
C -3.8298 -2.4350 2.6106 1.548 0.134 -1.025 -0.06
C -4.3300 -3.8787 2.6329 -1.606 1.071 2.111 -0.45
C -4.7523 -4.4645 1.3020 1.316 0.352 -0.013 -0.22
O -5.7437 -3.6475 0.7458 -0.024 0.180 0.311 -0.18
C -6.1721 -4.0192 -0.5346 0.090 -0.363 -0.341 -0.11
N -3.4747 -4.7639 3.4270 -0.126 -0.420 -0.653 0.04
H -4.5627 -1.6445 2.4608 -0.258 -0.332 -0.346 0.08
H -3.0410 -2.3727 1.8463 -0.176 0.421 -0.120 0.06
H -3.2976 -2.1569 3.5244 -0.195 -0.355 0.246 0.07
H -5.2454 -3.7135 3.2253 -0.201 -0.799 -0.094 0.13
H -5.0585 -5.5114 1.3828 -0.202 -0.014 0.176 0.13
H -3.8210 -4.4447 0.7087 -0.191 -0.111 -0.506 0.13
H -6.9789 -3.3397 -0.8021 -0.014 -0.064 -0.066 0.09
H -6.5325 -5.0571 -0.5595 -0.156 0.060 0.138 0.09
H -5.3800 -3.9586 -1.2904 0.104 0.221 0.120 0.08
H -3.0095 -4.2346 4.1503 0.073 -0.001 0.011 0.06
H -2.7525 -5.1982 2.8625 0.047 0.094 0.004 0.06
C 3.4217 -1.4514 -1.8751 1.586 0.689 1.219 -0.06
C 4.5597 -1.2604 -0.8669 -0.562 0.742 0.298 -0.38
C 4.9457 0.2236 -0.6993 0.983 -0.881 -0.643 -0.20
O 5.4106 0.6734 -1.9678 -0.149 0.041 -0.471 -0.19
C 5.6891 2.0529 -1.9780 -0.735 0.212 0.383 -0.11
N 4.2231 -1.8206 0.4578 -0.299 0.077 -0.317 0.06
H 2.9035 -2.4032 -1.7455 2.117 0.517 0.259 0.05
H 3.7669 -1.3275 -2.9014 0.300 -0.344 1.076 0.05
H 2.6936 -0.6603 -1.6946 -0.179 0.141 -0.049 0.09
H 5.4767 -1.7373 -1.2193 -0.052 -0.227 -0.022 0.13
H 5.8102 0.2167 -0.0248 -0.240 0.359 0.431 0.13
H 4.1511 0.8937 -0.3616 -0.199 -0.269 0.218 0.10
H 6.6598 2.2742 -1.5241 0.025 0.064 0.007 0.09
H 4.8887 2.5681 -1.4305 0.223 0.157 0.186 0.08
H 5.6227 2.4752 -2.9804 0.300 -0.425 -0.202 0.08
H 3.7565 -2.7067 0.2676 0.328 -0.152 0.405 0.02
H 3.4450 -1.2826 0.8425 0.175 0.249 0.058 0.06
C 4.7875 3.9255 5.8332 0.279 0.036 0.434 -0.07
C 3.3573 3.5433 5.4933 0.333 1.334 -2.059 -0.44
C 3.2529 2.9406 4.0800 0.247 -2.014 0.590 -0.22
O 4.0418 3.5237 3.0700 0.223 0.503 0.552 -0.17
C 3.8475 2.8137 1.8666 -0.547 -0.180 0.060 -0.10
N 2.7104 2.6913 6.4842 0.624 0.327 -0.627 0.06
H 5.4139 3.0743 6.1100 -0.120 -0.160 -0.166 0.08
H 4.8441 4.6271 6.6721 -0.230 -0.074 0.087 0.07
H 5.2485 4.4459 4.9944 -0.062 -0.144 -0.104 0.07
H 2.8498 4.4901 5.2382 -0.264 0.249 1.063 0.14
H 2.1983 2.9183 3.7894 -0.031 0.270 -0.127 0.09
H 3.5662 1.8870 4.1711 -0.047 -0.108 -0.042 0.11
H 4.5631 3.1301 1.1110 0.021 0.224 0.129 0.08
H 2.8183 2.9740 1.5288 0.094 -0.069 -0.296 0.08
H 3.9654 1.7351 2.0350 0.098 0.005 -0.036 0.08
H 2.7074 3.2188 7.3468 -0.444 -0.206 0.150 0.07
H 1.7747 2.4591 6.1667 -0.084 0.116 0.334 0.04
C 2.4171 -1.4876 -4.4749 -1.037 1.220 -0.786 -0.06
C 1.1401 -2.1573 -3.9725 0.493 0.124 0.360 -0.36
C 0.3806 -2.9448 -5.0298 0.311 -0.623 -1.334 -0.18
O -0.9619 -3.2848 -4.7033 0.249 0.336 1.006 -0.18
C -1.1594 -4.4803 -3.9749 -0.609 -2.295 -2.698 -0.11
N 1.5269 -3.0321 -2.8421 -1.423 -0.703 -1.325 0.03
H 3.2689 -2.1622 -4.4635 -0.098 -0.055 -0.542 0.09
H 2.6412 -0.6374 -3.8240 -0.249 -0.299 -0.412 0.06
H 2.2154 -0.9680 -5.4163 0.221 -0.553 -0.409 0.09
H 0.4919 -1.3340 -3.6446 -0.224 -0.149 -0.026 0.13
H 0.9099 -3.8376 -5.4020 0.183 -0.255 0.818 0.13
H 0.3093 -2.4417 -6.0010 -0.103 0.842 0.461 0.13
H -1.9320 -4.4664 -3.2070 0.214 0.338 -1.578 0.07
H -0.2511 -4.9345 -3.5806 0.125 0.353 0.136 0.08
H -1.5218 -5.2369 -4.6871 0.147 -0.068 -0.357 0.09
H 1.6547 -2.4807 -2.0005 -1.222 -0.383 -0.718 0.03
H 0.7341 -3.6293 -2.6575 -0.059 0.049 0.096 0.02
C 0.2032 5.1018 0.1921 0.658 1.490 -0.764 -0.04
C -0.9954 5.8290 -0.4412 0.206 -1.621 0.877 -0.44
C -0.8805 5.9299 -1.9671 -0.117 0.340 0.356 -0.21
O 0.2659 6.5990 -2.4620 0.106 0.281 0.111 -0.18
C 0.4755 7.8512 -1.8449 0.387 0.162 -0.513 -0.13
N -2.1702 5.0003 -0.0662 -0.124 0.754 -0.804 0.04
H 0.1628 5.1876 1.2748 -0.222 -0.684 0.052 0.07
H 1.1371 5.6025 -0.0961 -0.040 0.010 -0.054 0.07
H 0.3040 4.1066 -0.2392 -0.249 -0.263 0.470 0.07
H -1.1765 6.7814 0.0599 0.305 0.216 -0.281 0.13
H -1.8002 6.4286 -2.3144 0.054 0.024 -0.223 0.12
H -0.8375 4.9285 -2.3981 -0.093 -0.041 0.075 0.13
H -0.3944 8.5077 -1.9562 -0.236 -0.138 0.436 0.09
H 1.2747 8.3875 -2.3617 0.104 -0.361 -0.201 0.08
H 0.8164 7.7260 -0.8167 -0.366 0.188 0.197 0.08
H -2.1436 4.1631 -0.6536 -0.098 -0.087 0.151 0.02
H -2.9695 5.5392 -0.3987 -0.248 -0.330 0.183 0.05
C -4.5734 3.6553 -2.3609 0.219 0.601 -0.269 -0.05
C -4.1854 2.4937 -1.4839 1.456 -0.869 0.986 -0.40
C -5.0185 1.2246 -1.6532 -1.009 -0.039 -0.300 -0.17
O -5.1621 0.8889 -3.0321 0.142 0.310 -0.066 -0.26
C -5.8535 -0.3306 -3.3503 0.225 1.113 0.956 -0.06
N -2.7363 2.2402 -1.6616 -0.042 0.059 -0.936 0.06
H -3.9727 4.5347 -2.1236 0.059 -0.115 0.343 0.05
H -5.6121 3.9668 -2.2469 -0.112 -0.301 -0.255 0.08
H -4.2957 3.4702 -3.3995 -0.513 -0.230 -0.099 0.07
H -4.2440 2.7804 -0.4281 -0.495 0.041 -0.028 0.14
H -6.0027 1.4494 -1.2172 -0.159 -0.256 -0.067 0.13
H -4.6100 0.3278 -1.1823 0.249 0.342 0.501 0.11
H -5.7307 -1.0140 -2.5095 -0.122 -0.246 -0.281 0.07
H -5.3900 -0.7142 -4.2546 -0.188 -0.167 -0.063 0.09
H -6.8987 -0.0531 -3.4854 -0.159 -0.381 -0.211 0.09
H -2.3610 1.5409 -1.0349 -0.468 0.062 0.402 0.06
H -2.6497 1.7760 -2.5645 0.459 0.325 -0.071 0.05
C -0.6332 3.0412 4.6867 -0.292 0.789 -0.300 -0.67
O -0.2799 3.9726 3.9756 0.280 -0.579 0.317 0.03
N -1.6830 3.1897 5.5537 0.566 -0.166 -0.263 0.14
N -0.0344 1.8080 4.7259 0.219 0.796 -0.085 0.16
H -2.0161 2.3875 6.0501 -0.456 0.345 0.288 0.09
H -2.0953 4.1034 5.5331 -0.404 -0.214 0.265 0.10
H -0.5821 1.0604 5.1081 0.267 -0.422 -0.299 0.09
H 0.6043 1.6738 3.9533 -0.256 -0.655 -0.035 0.07
C -2.2961 0.3845 -5.2581 -0.379 0.855 -0.534 -0.66
O -1.6823 0.5823 -6.3067 0.288 -0.364 0.599 0.00
N -2.2145 -0.7429 -4.5166 0.402 -0.429 -0.121 0.21
N -3.1427 1.3496 -4.7640 0.089 -0.199 0.152 0.14
H -2.8890 -0.9934 -3.8140 -0.063 0.248 -0.135 0.06
H -1.5863 -1.4701 -4.8258 -0.481 -0.033 -0.067 0.07
H -3.8015 1.1982 -3.9806 0.476 0.167 -0.782 0.04
H -2.9144 2.2621 -5.1156 -0.390 0.071 -0.037 0.10
C 3.0048 -4.9662 -0.4952 -0.323 0.157 0.461 -0.67
O 2.8562 -4.5407 0.6456 0.185 0.068 -0.287 0.01
N 4.2298 -5.1474 -1.0765 -0.253 -0.033 -0.039 0.17
N 1.9452 -5.2864 -1.2913 -0.018 -0.743 -0.115 0.16
H 4.2935 -5.7301 -1.8896 0.286 0.120 -0.066 0.09
H 5.0509 -4.8800 -0.5664 -0.004 -0.173 0.102 0.11
H 2.1099 -5.3845 -2.2807 -0.065 0.283 0.108 0.09
H 1.0475 -4.8979 -1.0442 0.130 -0.129 0.221 0.08
```
Positions in Å, forces in eV/Å.

- ΔE to the lowest compared entry with this formula, charge and spin: 0.0000 eV
- Total charge: -1
- LUMO: 2.036 eV
- 2S+1: 1
- Electronic energy: -3478.19018 Eh
- HOMO energy: -6.74 eV
- Orbital gap: 8.777 eV
- Maximum force: 0.070 Eh/bohr